C5H8O in the gas phase. Source: the Open Molecules 2025 dataset; level of theory: the ωB97M-V functional and the def2-TZVPD basis.

Atoms and positions in Å:
O: -0.950 -1.455 0.051
C: -0.173 -0.461 0.677
C: 1.321 -0.793 0.398
C: 1.559 -0.500 -1.049
C: -1.211 1.204 -0.888
C: -0.563 0.940 0.243
H: -1.876 -1.203 0.163
H: -0.289 -0.520 1.772
H: 1.415 -1.865 0.608
H: 1.925 -0.223 1.120
H: 1.972 0.533 -1.085
H: -1.460 0.411 -1.589
H: -1.496 2.217 -1.157
H: -0.302 1.745 0.930

Computed properties:
**LUMO level (spin up / spin down)**: -0.2 / -0.3 eV
**ΔE to the lowest compared entry with this formula, charge and spin**: 504.6 kJ/mol
**Gap between HOMO and LUMO (spin up / spin down)**: 0.309 / 0.310 hartree
**E_HOMO (spin up / spin down)**: -8.657 / -8.681 eV
**2S+1**: 1

These are the Löwdin partial charges, in e, on atoms 1 to 4: -0.04, -0.42, -0.27, 0.16

***

A molecular structure, C33H46N6Sn. Source: the Open Molecules 2025 dataset; level of theory: the ωB97M-V functional and the def2-TZVPD basis.

Atoms and positions in Å:
Sn: -1.051 -0.634 0.235
N: -1.294 -2.710 1.006
N: -0.449 -3.094 -1.796
C: 1.695 2.122 -0.317
C: 2.534 1.014 0.000
C: 2.427 0.769 1.395
C: 3.105 -0.302 2.153
H: 3.952 -0.697 1.585
H: 2.426 -1.138 2.377
H: 3.483 0.083 3.109
C: 1.508 1.706 1.937
C: 1.098 1.783 3.356
H: 1.714 2.509 3.910
H: 1.215 0.808 3.847
H: 0.052 2.097 3.463
C: 1.057 2.547 0.880
C: 0.059 3.631 1.005
H: -0.943 3.241 1.248
H: -0.021 4.186 0.066
H: 0.342 4.337 1.796
C: 3.318 0.204 -0.951
H: 4.204 -0.224 -0.462
H: 3.652 0.810 -1.803
H: 2.725 -0.639 -1.340
C: 1.457 2.684 -1.661
H: 0.573 2.225 -2.132
H: 2.314 2.505 -2.321
H: 1.280 3.767 -1.609
C: -1.978 -2.699 2.184
H: -1.908 -1.804 2.812
C: -2.804 -3.754 2.555
H: -3.535 -3.587 3.344
C: -2.670 -4.993 1.917
H: -3.303 -5.835 2.191
C: -1.709 -5.113 0.938
H: -1.445 -6.059 0.463
C: -1.119 -3.933 0.384
C: -0.487 -4.086 -0.859
H: -0.288 -5.087 -1.247
C: -0.768 -1.734 -1.680
C: -0.166 -3.398 -3.138
H: 0.111 -4.384 -3.441
C: -0.303 -2.282 -3.834
H: -0.164 -2.092 -4.874
N: -0.545 -1.231 -2.949
C: -0.427 0.104 -3.451
C: 0.725 0.394 -4.214
C: 0.746 1.559 -4.987
H: 1.656 1.793 -5.543
C: -0.356 2.410 -5.052
C: -0.386 3.558 -6.019
H: -0.416 4.510 -5.479
H: -1.271 3.522 -6.666
H: 0.502 3.557 -6.658
C: -1.448 2.147 -4.221
H: -2.277 2.856 -4.197
C: -1.522 0.984 -3.441
C: -2.765 0.647 -2.677
H: -3.236 -0.282 -3.034
H: -3.499 1.457 -2.789
H: -2.562 0.538 -1.595
C: 1.931 -0.492 -4.225
H: 1.778 -1.451 -4.738
H: 2.317 -0.695 -3.216
H: 2.729 0.027 -4.772
C: -5.925 -0.048 -0.159
N: -5.406 0.487 1.091
C: -6.395 0.800 2.114
C: -4.076 0.425 1.379
N: -3.276 -0.360 0.640
N: -3.626 1.180 2.418
C: -4.230 2.474 2.740
C: -2.407 0.842 3.134
H: -6.982 0.223 -0.213
H: -5.843 -1.146 -0.210
H: -5.409 0.400 -1.022
H: -6.031 0.518 3.110
H: -6.664 1.864 2.107
H: -7.303 0.230 1.896
H: -3.861 -0.971 0.070
H: -5.076 2.371 3.434
H: -3.472 3.085 3.241
H: -4.560 3.003 1.834
H: -2.525 -0.087 3.713
H: -1.548 0.742 2.447
H: -2.198 1.639 3.856

Computed properties:
**LUMO level (spin up / spin down)**: 4.2 / 4.2 eV
**Total charge**: -2
**Gap between HOMO and LUMO (spin up / spin down)**: 0.070 / 0.070 hartree
**E_HOMO (spin up / spin down)**: 2.324 / 2.325 eV
**2S+1**: 1

These are the Löwdin partial charges, in e, on atoms 1 to 4: 1.20, -0.10, -0.09, -0.27

***

C18H14N2O4 in the gas phase. Source: the Open Molecules 2025 dataset; level of theory: the ωB97M-V functional and the def2-TZVPD basis.

Atoms and positions in Å:
C: -2.099 2.739 1.660
N: -0.730 3.030 1.293
C: 0.115 2.119 0.745
O: 1.279 2.369 0.482
C: -0.399 0.753 0.466
C: 0.357 -0.207 -0.252
C: -0.438 -1.326 -0.261
C: -0.260 -2.648 -0.826
C: -1.262 -3.605 -0.675
C: -1.134 -4.885 -1.200
C: 0.027 -5.171 -1.878
C: 1.037 -4.215 -2.033
C: 0.923 -2.951 -1.521
O: 2.070 -4.763 -2.743
C: 1.686 -6.090 -3.030
O: 0.405 -6.333 -2.485
O: -1.575 -1.042 0.407
N: -1.542 0.230 0.848
C: -0.235 4.320 1.617
C: 0.483 5.058 0.684
C: 0.949 6.318 1.012
C: 0.698 6.855 2.263
C: -0.021 6.122 3.192
C: -0.484 4.858 2.875
H: -2.603 3.676 1.889
H: -2.612 2.251 0.833
H: -2.153 2.073 2.523
H: 1.327 -0.051 -0.673
H: -2.157 -3.339 -0.136
H: -1.908 -5.624 -1.083
H: 1.708 -2.226 -1.647
H: 1.656 -6.239 -4.121
H: 2.413 -6.790 -2.587
H: 0.680 4.642 -0.290
H: 1.507 6.886 0.283
H: 1.061 7.840 2.515
H: -0.216 6.531 4.173
H: -1.028 4.284 3.610

Computed properties:
**LUMO level**: 0.4 eV
**SMILES string**: CN(C(=O)c1cc(-c2ccc3c(c2)OCO3)on1)c1ccccc1
**ΔE to the lowest compared entry with this formula, charge and spin**: 176.1 kJ/mol
**Gap between HOMO and LUMO**: 0.317 hartree
**E_HOMO**: -8.214 eV
**2S+1**: 1

These are the Löwdin partial charges, in e, on atoms 1 to 4: -0.05, -0.03, -0.38, 0.08